Formula: CH8OP3
Source: the OMol25 dataset
Level of theory: ωB97M-V/def2-TZVPD

The LUMO energy is -4.8042 eV. For the HOMO energy, the calculation gives -14.2 eV. As for the charge: +1.

Atoms and positions in Å:
1 C 0.042 1.592 0.578
2 O 0.006 -0.536 2.094
3 P -1.565 -1.265 -0.336
4 P 2.115 -0.924 -0.376
5 P 0.239 -0.219 0.552
6 H -0.087 2.182 -0.383
7 H 1.027 1.884 0.864
8 H -0.756 1.926 1.224
9 H 0.179 -1.444 2.375
10 H -0.901 -2.466 0.254
11 H -0.743 -1.315 -1.524
12 H 1.681 -0.222 -1.519
13 H 1.569 -2.596 -1.115



Formula: CH8Si2
Source: the OMol25 dataset
Level of theory: ωB97M-V/def2-TZVPD

The LUMO energy (spin up / spin down) is -0.7661 / -0.6973 eV. For the HOMO energy (spin up / spin down), the calculation gives -9.8 / -9.6 eV.

Atoms and positions in Å:
1 C -0.082 -0.164 0.537
2 Si 1.642 0.196 -0.209
3 Si -1.704 0.059 -0.300
4 H -0.108 -1.965 1.480
5 H -0.050 0.364 1.615
6 H 2.537 -1.016 -0.639
7 H 1.621 0.900 -1.464
8 H 2.260 0.881 0.922
9 H -2.872 -0.655 0.041
10 H -1.708 1.596 -0.283
11 H -1.537 -0.197 -1.700



Formula: CH9N2
Source: the OMol25 dataset
Level of theory: ωB97M-V/def2-TZVPD

The LUMO energy is -3.4042 eV. For the HOMO energy, the calculation gives -15.7 eV. As for the charge: +1.

Atoms and positions in Å:
1 N 0.090 -1.614 -1.002
2 H 1.005 -2.014 -0.940
3 H -0.240 -1.657 -1.958
4 H 0.392 -0.169 -0.492
5 H -0.625 -1.979 -0.380
6 C -0.442 0.929 1.178
7 N 0.409 0.863 -0.092
8 H -0.266 1.865 1.680
9 H -1.464 0.952 0.801
10 H -0.291 0.017 1.740
11 H 1.359 1.165 0.111
12 H 0.073 1.642 -0.646



Formula: CH9N2O
Source: the OMol25 dataset
Level of theory: ωB97M-V/def2-TZVPD

The LUMO energy is -3.3400 eV. For the HOMO energy, the calculation gives -15.4 eV. As for the charge: +1.

Atoms and positions in Å:
1 N 2.174 0.118 -0.158
2 H 2.433 -0.817 -0.450
3 H 2.865 0.298 0.570
4 H 0.307 0.653 0.935
5 H 2.490 0.797 -0.842
6 N -0.708 0.639 0.725
7 C -1.026 -0.434 -0.277
8 O -2.383 -0.609 -0.177
9 H -1.272 0.396 1.531
10 H -1.014 1.502 0.278
11 H -0.463 -1.308 0.078
12 H -0.598 -0.244 -1.260
13 H -2.806 -0.991 -0.953



Formula: CH9N3
Source: the OMol25 dataset
Level of theory: ωB97M-V/def2-TZVPD

As for the structure (SMILES): NCN.N. The LUMO energy is 0.8731 eV. For the HOMO energy, the calculation gives -9.1 eV.

Atoms and positions in Å:
1 N -2.671 0.796 -0.756
2 H -2.520 -0.174 -0.996
3 H -1.864 0.931 -0.181
4 H -3.340 0.585 0.095
5 N -0.028 -1.105 0.160
6 C 1.155 -0.201 -0.139
7 N 1.942 0.446 0.902
8 H -0.606 -0.823 -0.594
9 H 0.177 -2.115 0.122
10 H 0.700 0.577 -0.842
11 H 1.906 -0.715 -0.998
12 H 1.302 0.866 1.687
13 H 2.617 1.112 0.403



Formula: CH9N4
Source: the OMol25 dataset
Level of theory: ωB97M-V/def2-TZVPD

The LUMO energy is -3.0073 eV. For the HOMO energy, the calculation gives -14.9 eV. As for the charge: +1.

Atoms and positions in Å:
1 N 0.500 0.583 0.378
2 C 0.944 -0.122 -0.643
3 N 0.120 -0.884 -1.365
4 N 2.241 -0.074 -1.027
5 H -0.501 0.523 0.678
6 H 1.101 1.335 0.668
7 H -0.853 -0.924 -1.140
8 H 0.477 -1.314 -2.195
9 H 2.909 0.216 -0.336
10 H 2.549 -0.893 -1.541
11 N -2.161 0.374 1.465
12 H -1.878 0.400 2.442
13 H -2.733 -0.440 1.277
14 H -2.715 1.220 1.338



Formula: CH9N5
Source: the OMol25 dataset
Level of theory: ωB97M-V/def2-TZVPD

The LUMO energy is -8.8636 eV. For the HOMO energy, the calculation gives -16.2 eV. As for the charge: +2.

Atoms and positions in Å:
1 C -8.026 -3.811 -8.307
2 N -7.554 -4.040 -9.478
3 N 8.990 4.124 10.904
4 N 9.386 4.137 9.793
5 N -7.026 -5.285 -9.667
6 N 7.643 6.004 11.108
7 H -8.090 -4.809 -7.731
8 H -8.606 -2.875 -8.035
9 H -7.303 -3.208 -10.121
10 H 9.048 4.947 8.984
11 H 9.994 3.401 9.405
12 H -6.409 -5.519 -10.431
13 H -7.604 -5.971 -9.162
14 H 8.075 6.798 10.670
15 H 7.483 6.109 12.068



Formula: CH9N6
Source: the OMol25 dataset
Level of theory: ωB97M-V/def2-TZVPD

The LUMO energy is -3.0484 eV. For the HOMO energy, the calculation gives -14.1 eV. As for the charge: +1.

Atoms and positions in Å:
1 C -0.670 0.301 -1.476
2 N -1.299 -0.369 -0.465
3 N 0.421 0.923 -1.152
4 N -1.229 0.149 -2.673
5 N 0.480 0.333 1.456
6 N 1.649 -0.992 2.744
7 N 0.927 0.062 2.618
8 H 0.568 0.753 -0.071
9 H 1.090 1.137 -1.828
10 H -2.044 -0.388 -2.796
11 H -1.052 0.730 -3.411
12 H -0.718 -0.554 0.394
13 H -0.171 1.109 1.496
14 H 2.158 -1.026 3.662
15 H 2.130 -1.491 1.992
16 H -2.239 -0.677 -0.490



Formula: CH9N6
Source: the OMol25 dataset
Level of theory: ωB97M-V/def2-TZVPD

The LUMO energy is -2.8493 eV. For the HOMO energy, the calculation gives -13.3 eV. As for the charge: +1.

Atoms and positions in Å:
1 C -0.017 -0.034 -0.641
2 N 0.924 2.702 -4.238
3 N 1.195 1.739 -3.805
4 N -0.826 0.579 0.170
5 N 1.527 -0.301 -2.435
6 N 0.817 0.538 -1.457
7 N -1.557 -0.260 2.472
8 H -0.155 -1.123 -0.555
9 H 2.321 -0.667 -1.928
10 H -1.161 0.214 1.123
11 H -1.097 1.597 0.040
12 H 0.842 -0.989 -2.654
13 H 1.721 0.319 -3.218
14 H -1.247 -1.186 2.535
15 H -2.547 -0.382 2.404
16 H -1.257 0.277 3.205



Formula: CH9N6
Source: the OMol25 dataset
Level of theory: ωB97M-V/def2-TZVPD

As for the structure (SMILES): [H]/N=C(/N)N(N)[NH2+]N. The LUMO energy is -3.2602 eV. For the HOMO energy, the calculation gives -14.2 eV. As for the charge: +1.

Atoms and positions in Å:
1 C 1.473 0.078 0.063
2 N 1.757 -0.623 1.010
3 N 2.065 1.143 -0.398
4 N -0.408 -1.390 -0.536
5 N -2.173 0.097 0.603
6 N -0.087 -0.179 -0.819
7 N -1.133 0.912 0.057
8 H 1.244 -1.489 1.249
9 H 2.953 1.415 -0.126
10 H 1.609 1.618 -1.167
11 H 0.144 -1.846 0.192
12 H -0.843 -1.998 -1.238
13 H -2.526 -0.309 -0.288
14 H -1.778 -0.636 1.258
15 H -0.699 1.624 0.707
16 H -1.599 1.583 -0.569



Formula: CH9NO2
Source: the OMol25 dataset
Level of theory: ωB97M-V/def2-TZVPD

The LUMO energy is 0.5878 eV. For the HOMO energy, the calculation gives -9.5 eV.

Atoms and positions in Å:
1 H -0.560 0.617 -0.210
2 O 0.123 1.317 -0.809
3 N -1.336 -0.242 0.464
4 H -0.005 2.233 -0.506
5 H -1.666 -0.789 -0.322
6 H -2.072 0.085 1.077
7 C -0.414 -1.064 1.287
8 H 0.041 -0.504 2.096
9 H -0.933 -1.917 1.736
10 H 0.337 -1.482 0.613
11 O 2.497 0.364 -1.760
12 H 2.402 1.304 -1.927
13 H 1.586 0.078 -1.740



Formula: CH9NO3
Source: the OMol25 dataset
Level of theory: ωB97M-V/def2-TZVPD

As for the structure (SMILES): C=N.O.O.O. The LUMO energy is 0.7832 eV. For the HOMO energy, the calculation gives -10.4 eV.

Atoms and positions in Å:
1 C 0.315 -3.251 -0.045
2 N 0.107 -2.016 0.021
3 H -0.418 -3.942 0.369
4 H 1.207 -3.716 -0.476
5 H 0.790 -1.399 -0.383
6 H 2.053 3.981 -0.775
7 H 2.067 2.443 -1.183
8 O 2.587 3.178 -0.880
9 H -1.081 -0.095 2.055
10 H -1.904 -0.921 1.070
11 O -1.912 -0.098 1.578
12 H -1.458 1.974 -1.197
13 H -1.460 1.815 0.294
14 O -0.893 2.047 -0.447



In the order shown, the computed ΔE to the lowest compared entry with this formula, charge and spin values come out to 83.3 407.7 31.9 47.5 148.0 6.5 744.9 7.7 0.0 353.0 43.9 82.2 kJ/mol.